(a)
Computed, not measured: 4 unconnected molecules or ions with the total composition C3H10N2O3, with ωB97M-V with the def2-TZVPD basis set.

Properties
Kohn-Sham gap = 9.84 eV
LUMO = 0.02811 Ha
Highest occupied orbital energy = -0.33365 Eh
SMILES = c1c[nH]cn1.O.O.O

Last column: Löwdin charge in e.
Cartesian coordinates (Å):
C  -0.121  1.098  -1.459  -0.15
C  0.006  2.344  -1.973  -0.11
N  0.731  3.052  -1.029  0.04
C  1.116  2.156  -0.076  -0.20
N  0.584  0.995  -0.279  0.05
H  -0.695  0.251  -1.799  0.10
H  -0.315  2.887  -2.845  0.10
H  1.233  3.892  -1.270  0.14
H  1.833  2.444  0.630  0.10
O  1.069  -2.070  -0.410  -0.08
H  0.765  -2.487  0.401  0.01
H  1.161  -1.138  -0.182  -0.02
O  1.688  -1.837  2.576  -0.05
H  0.821  -2.099  2.904  0.04
H  2.262  -1.974  3.336  0.04
O  -3.790  -2.794  0.615  -0.06
H  -4.067  -2.566  -0.280  0.03
H  -4.281  -2.154  1.140  0.03

=====

(b)
Computed, not measured: 2 unconnected molecules or ions with the total composition C3H10N2O3, with ωB97M-V with the def2-TZVPD basis set.

Properties
Kohn-Sham gap = 9.96 eV
LUMO = 0.02866 Ha
Highest occupied orbital energy = -0.33724 Eh
SMILES = CC(=O)N(C)O.NO

Last column: Löwdin charge in e.
Cartesian coordinates (Å):
C  0.309  1.840  0.054  0.00
C  -0.474  0.694  -0.519  -0.47
O  -0.912  0.701  -1.670  0.05
N  -0.875  -0.332  0.378  -0.20
C  -0.998  -0.172  1.818  -0.03
O  -1.947  -1.114  -0.125  0.00
H  0.605  2.512  -0.757  0.09
H  -0.298  2.403  0.768  0.09
H  1.217  1.476  0.539  0.09
H  -1.874  0.443  2.042  0.09
H  -1.107  -1.160  2.271  0.10
H  -0.110  0.322  2.216  0.09
H  -2.068  -0.734  -1.026  0.10
N  1.882  -1.608  -1.673  -0.03
O  1.559  -1.253  -0.310  -0.21
H  1.574  -0.786  -2.202  0.06
H  2.904  -1.579  -1.676  0.07
H  0.614  -1.654  -0.127  0.12

=====

Which one is the most stable? From the structures above, (a).